The following is a quantum chemistry calculation of an isolated molecule of C23H31N3O6S, from the OMol25 dataset.

```
! RIJCOSX wB97M-V def2-TZVPD def2/J DEFGRID3
* xyz 0 1
C -2.89 -1.52 -2.79
C -2.37 -2.30 -1.58
C -3.49 -2.61 -0.59
C -1.14 -1.59 -0.98
C -0.47 -2.42 0.13
O -0.68 -3.61 0.25
N 0.39 -1.74 0.90
C 1.24 -2.38 1.87
C 2.65 -1.91 1.71
C 3.30 -0.84 2.25
C 4.60 -0.85 1.70
C 4.64 -1.92 0.87
O 3.47 -2.56 0.86
N -1.32 -0.18 -0.62
C -2.08 0.13 0.57
C -3.42 0.85 0.32
C -4.36 0.69 1.53
C -4.90 2.10 1.76
C -3.73 2.94 1.24
O -3.26 2.25 0.11
C -0.52 0.70 -1.26
O 0.26 0.36 -2.14
C -0.56 2.18 -0.90
N 0.79 2.71 -0.99
S 1.74 2.12 0.28
O 1.04 0.99 0.86
O 2.02 3.20 1.17
C 3.26 1.55 -0.46
C 4.43 2.20 -0.13
C 5.63 1.74 -0.67
C 5.63 0.65 -1.52
C 4.44 0.01 -1.84
C 3.24 0.46 -1.31
H -3.26 -0.54 -2.49
H -2.10 -1.37 -3.52
H -3.70 -2.06 -3.26
H -1.98 -3.26 -1.93
H -3.09 -3.13 0.27
H -4.21 -3.27 -1.07
H -4.01 -1.71 -0.27
H -0.39 -1.57 -1.79
H 0.55 -0.74 0.77
H 1.17 -3.46 1.70
H 0.89 -2.14 2.89
H 2.90 -0.13 2.94
H 5.40 -0.16 1.90
H 5.42 -2.32 0.25
H -1.47 0.73 1.25
H -2.29 -0.82 1.06
H -3.87 0.46 -0.60
H -5.15 -0.03 1.34
H -3.79 0.36 2.40
H -5.13 2.31 2.80
H -5.78 2.28 1.15
H -4.02 3.95 0.92
H -2.94 3.02 2.00
H -0.93 2.38 0.10
H -1.20 2.71 -1.62
H 1.20 2.43 -1.88
H 4.39 3.04 0.54
H 6.55 2.23 -0.42
H 6.56 0.29 -1.93
H 4.44 -0.84 -2.51
H 2.31 -0.02 -1.56
*
```

HOMO-LUMO gap = 8.974 eV
HOMO = -8.44 eV
SMILES = CC(C)[C@H](C(=O)NCc1ccco1)N(C[C@H]1CCCO1)C(=O)CNS(=O)(=O)c1ccccc1

=====

The following is a quantum chemistry calculation of a structure of composition C34H35N2O5RuS, from the OMol25 dataset.

```
! RIJCOSX wB97M-V def2-TZVPD def2/J DEFGRID3
* xyz -2 6
Ru 1.47 0.12 -0.48
C -7.06 -5.19 0.01
C -6.20 -6.43 -0.15
O -5.76 -7.05 0.86
S -5.19 -6.35 -1.69
C -3.93 -5.13 -1.40
C -3.32 -4.48 -2.48
C -2.34 -3.53 -2.28
C -1.92 -3.17 -0.99
C -2.54 -3.82 0.08
C -3.51 -4.79 -0.11
C -0.93 -2.15 -0.80
C -0.07 -1.31 -0.60
H -7.71 -5.34 0.88
H -7.68 -5.01 -0.87
H -6.47 -4.28 0.19
H -3.64 -4.72 -3.49
H -1.89 -3.03 -3.13
H -2.22 -3.59 1.09
H -3.96 -5.30 0.73
C -3.79 -0.58 0.38
O -3.60 0.84 0.41
C -2.81 1.32 1.42
C -2.67 0.70 2.64
C -1.90 1.30 3.64
C -1.29 2.52 3.40
C -1.42 3.14 2.16
C -2.17 2.54 1.15
N -2.35 3.12 -0.09
C -1.59 4.13 -0.65
C -0.18 4.33 -0.54
C 0.31 5.63 -0.80
C 1.65 5.94 -0.78
C 2.57 4.94 -0.49
C 2.14 3.64 -0.25
C 0.78 3.28 -0.28
O 0.38 2.05 -0.12
H -4.21 -0.82 -0.59
H -4.49 -0.90 1.16
H -2.84 -1.09 0.49
H -3.14 -0.25 2.83
H -1.79 0.80 4.60
H -0.69 2.99 4.17
H -0.91 4.07 1.96
H -3.04 2.66 -0.66
H -2.14 4.82 -1.28
H -0.42 6.40 -1.01
H 1.98 6.96 -0.98
H 3.64 5.15 -0.46
H 2.86 2.85 -0.07
C 2.52 -1.23 -2.42
C 3.93 -0.80 -2.27
C 4.89 -1.17 -3.19
C 6.22 -0.79 -3.04
C 6.55 -0.01 -1.92
C 5.61 0.40 -1.00
C 5.97 1.25 0.19
C 4.23 0.04 -1.16
N 3.30 0.50 -0.32
H 2.33 -1.77 -3.35
H 2.10 0.22 -3.44
H 2.07 -1.76 -1.57
H 4.61 -1.80 -4.03
H 6.97 -1.08 -3.75
H 7.58 0.29 -1.77
H 7.04 1.48 0.20
H 5.71 0.75 1.12
H 5.41 2.19 0.18
C 1.92 0.52 3.99
C 2.31 0.57 2.53
O 1.19 0.29 1.68
H 2.80 0.69 4.62
H 1.50 -0.46 4.24
H 1.18 1.28 4.23
H 3.06 -0.17 2.27
H 2.73 1.55 2.25
H 0.64 1.10 1.61
O 1.61 -0.01 -2.63
*
```

HOMO-LUMO gap (spin up / spin down) = 3.901 / 6.426 eV
HOMO (spin up / spin down) = 0.27 / -2.27 eV

=====

The following is a quantum chemistry calculation of a cluster of 2 separate species, C5H9FN5 in total, from the OMol25 dataset.

```
! RIJCOSX wB97M-V def2-TZVPD def2/J DEFGRID3
* xyz 1 1
C -1.34 -0.87 -2.69
C -0.87 -1.59 -1.67
C 2.13 1.67 0.58
C 1.06 0.91 0.38
C -1.21 -1.14 0.87
N -2.12 0.15 -2.14
N -2.14 0.18 -0.94
N 3.17 1.41 1.33
N -1.33 -0.91 -0.43
N -1.81 -0.28 1.61
F 1.15 -0.30 0.84
H -1.30 -0.85 -3.85
H -0.39 -2.50 -1.41
H 2.15 2.64 -0.06
H 0.11 1.12 -0.14
H -0.56 -1.91 1.22
H 4.11 1.82 1.13
H -1.86 -0.45 2.57
H -2.21 0.43 1.06
H 3.25 0.45 1.74
*
```

HOMO-LUMO gap = 6.170 eV
HOMO = -11.16 eV

=====

The following is a quantum chemistry calculation of a structure of composition C8H11NO3, from the OMol25 dataset.

```
! RIJCOSX wB97M-V def2-TZVPD def2/J DEFGRID3
* xyz 0 1
C 1.97 1.26 -0.54
C 0.58 -0.36 0.16
C 1.64 -1.05 -0.72
C 2.56 -0.06 -0.01
C 1.67 -0.25 1.24
C -2.33 0.92 -0.11
C -2.88 -0.98 -0.86
C -3.00 -1.04 0.49
H 2.22 1.44 -1.60
H 2.28 2.15 0.03
H -0.43 -0.71 0.31
H 1.82 -2.11 -0.46
H 1.50 -0.96 -1.80
H 3.62 -0.20 0.04
H 1.83 -1.21 1.74
H 1.63 0.57 1.97
H -1.85 2.35 1.03
H -3.12 -1.73 -1.59
H -3.31 -1.74 1.24
N -2.40 0.30 -1.23
O 0.57 1.00 -0.39
O -1.96 2.19 0.08
O -2.61 0.20 0.99
*
```

HOMO-LUMO gap = 9.711 eV
HOMO = -8.98 eV

=====

What did the fourth record say?
The following is a quantum chemistry calculation of a structure of composition C8H11NO3, from the OMol25 dataset.

```
! RIJCOSX wB97M-V def2-TZVPD def2/J DEFGRID3
* xyz 0 1
C 1.97 1.26 -0.54
C 0.58 -0.36 0.16
C 1.64 -1.05 -0.72
C 2.56 -0.06 -0.01
C 1.67 -0.25 1.24
C -2.33 0.92 -0.11
C -2.88 -0.98 -0.86
C -3.00 -1.04 0.49
H 2.22 1.44 -1.60
H 2.28 2.15 0.03
H -0.43 -0.71 0.31
H 1.82 -2.11 -0.46
H 1.50 -0.96 -1.80
H 3.62 -0.20 0.04
H 1.83 -1.21 1.74
H 1.63 0.57 1.97
H -1.85 2.35 1.03
H -3.12 -1.73 -1.59
H -3.31 -1.74 1.24
N -2.40 0.30 -1.23
O 0.57 1.00 -0.39
O -1.96 2.19 0.08
O -2.61 0.20 0.99
*
```

HOMO-LUMO gap = 9.711 eV
HOMO = -8.98 eV